An isolated ion of composition C6H12N and charge +2 in a non-equilibrium geometry, computed with ωB97M-V/def2-TZVPD.

As for the HOMO-LUMO gap (alpha / beta): 10.5 / 7.2 eV. The total energy comes out at -289.7840 a.u. As for the charge: +2. Its multiplicity is 2. Its HOMO energy (alpha / beta) is -19.36 / -19.49 eV. For the relative energy (zero: lowest compared OMol25 entry of this formula, charge and spin), the calculation gives 17.49 kcal/mol.

Last columns: bonded neighbours and bond lengths (Å).
CARTESIAN COORDINATES (ANGSTROEM)
1 C 0.05600 -0.29158 -1.76611  C2 1.570, N7 1.490, H8 1.086, H9 1.096
2 C -0.81192 -0.95155 -0.63645  C1 1.570, C3 1.575, H10 1.087, H11 1.090
3 C -0.48641 -0.34170 0.77883  C2 1.575, C4 1.358, C6 1.470
4 C -1.18742 0.63952 1.40238  C3 1.358, H12 1.086, H13 1.125
5 C 1.72127 -0.24202 1.78493  C6 1.356, H14 1.085, H15 1.079
6 C 0.66300 -1.00353 1.41349  C3 1.470, C5 1.356, H16 1.090
7 N 0.03421 1.18231 -1.55105  C1 1.490, H17 1.026, H18 1.027, H19 1.032
8 H 1.05332 -0.72162 -1.79159  C1 1.086
9 H -0.40138 -0.51685 -2.73650  C1 1.096
10 H -1.88953 -0.86917 -0.75068  C2 1.087
11 H -0.64936 -2.01125 -0.44115  C2 1.090
12 H -2.19681 0.88487 1.08724  C4 1.086
13 H -0.72424 1.42866 2.05606  C4 1.125
14 H 1.60176 0.82414 1.94620  C5 1.085
15 H 2.68646 -0.65633 2.03042  C5 1.079
16 H 0.60228 -2.07368 1.60900  C6 1.090
17 H 0.21412 1.47646 -0.58499  N7 1.026
18 H 0.63891 1.69080 -2.20750  N7 1.027
19 H -0.92428 1.55253 -1.64254  N7 1.032